(1)
{
  "formula": "C4H7N2O",
  "method": "ωB97M-V/def2-TZVPD",
  "mol_weight_da": 99.1,
  "homo_energy_ev": -14.2,
  "e_above_lowest_kj_mol": 274.7,
  "homo_lumo_gap_ev": 8.99,
  "e_lumo_ev": -5.187,
  "total_charge": 1,
  "symbols": ["C", "C", "C", "C", "N", "N", "O", "H", "H", "H", "H", "H", "H", "H"],
  "coordinates": [[-1.541, 1.092, 0.261], [-0.397, 1.708, -0.200], [0.696, -1.626, -0.031], [2.451, 0.074, -0.234], [1.374, -0.509, -0.344], [-0.596, -1.536, -0.024], [3.280, 0.832, -0.140], [-1.852, 1.083, 1.353], [-2.194, 0.626, -0.428], [0.232, 1.865, 0.630], [1.019, -2.648, 0.066], [-0.075, 1.837, -1.162], [-1.285, -2.205, 0.349], [-1.112, -0.593, -0.096]],
  "lowdin_charge": [-0.0845, -0.0034, -0.0684, -0.2098, 0.1849, 0.2054, 0.3178, 0.1084, 0.0460, 0.0516, 0.1626, 0.0469, 0.1687, 0.0737]
}

=====

(2)
{
  "formula": "C4H7N2O",
  "method": "ωB97M-V/def2-TZVPD",
  "mol_weight_da": 99.1,
  "homo_energy_ev": -14.4,
  "e_above_lowest_kj_mol": 402.1,
  "homo_lumo_gap_ev": 10.51,
  "e_lumo_ev": -3.936,
  "total_charge": 1,
  "symbols": ["C", "C", "C", "C", "N", "N", "O", "H", "H", "H", "H", "H", "H", "H"],
  "coordinates": [[-1.383, 0.095, 0.587], [0.950, -0.942, 0.282], [0.070, -1.072, -0.766], [0.063, 0.268, 0.079], [-1.632, -1.152, 0.067], [0.666, 1.576, -0.269], [-2.066, 0.915, 1.100], [0.874, -1.607, 1.128], [1.996, -0.762, -0.083], [0.235, -1.303, -1.790], [-1.866, -1.860, 0.766], [0.025, 2.280, 0.172], [0.444, 1.738, -1.252], [1.624, 1.826, -0.022]],
  "lowdin_charge": [-0.5013, -0.0797, 0.0542, -0.2358, 0.2005, 0.2747, 0.1582, 0.1352, 0.1586, 0.1369, 0.1301, 0.1973, 0.1855, 0.1855]
}